The following is a quantum chemistry calculation of 10 unconnected molecules or ions with the total composition C20H60O15 in a non-equilibrium geometry, from the Open Molecules 2025 dataset.

```
95
Properties=species:S:1:pos:R:3:forces:R:3:mulliken_charge:R:1
C 3.6786 -7.6179 2.3514 0.000 1.224 -0.057 -1.13
C 3.3388 -8.3627 3.6478 0.616 0.139 -1.843 -0.09
O 4.4878 -9.0749 4.0105 0.661 -0.522 0.665 -0.51
H 2.7856 -7.1232 1.9692 -0.151 -0.127 -0.124 0.32
H 4.1339 -8.1787 1.5351 -0.454 -0.833 0.296 0.31
H 4.4124 -6.8164 2.4364 0.030 0.149 0.736 0.31
H 2.5645 -9.0662 3.3418 -0.513 0.001 0.563 0.20
H 3.0637 -7.7108 4.4769 -0.469 0.210 -0.293 0.29
H 4.3476 -9.3590 4.9167 0.278 -0.241 0.052 0.30
C 7.3723 -0.5018 -2.6713 -0.057 -2.349 -0.290 -1.15
C 7.5939 0.9704 -2.6087 1.105 -0.062 -0.012 -0.03
O 9.0061 1.3408 -2.7478 -1.276 -0.235 -0.186 -0.51
H 8.0202 -1.1081 -2.0383 0.271 0.420 0.577 0.32
H 7.5101 -1.0332 -3.6130 0.262 0.746 -0.637 0.33
H 6.3771 -0.8591 -2.4066 -0.309 0.639 0.325 0.31
H 7.2458 1.2911 -1.6268 -0.192 0.484 -0.152 0.21
H 7.0528 1.4299 -3.4358 0.114 0.408 0.298 0.24
H 9.5068 0.7057 -2.2305 0.075 -0.049 0.086 0.29
C -4.3511 -5.9363 1.9674 -0.416 -0.327 0.080 -1.00
C -2.9338 -6.4799 2.2117 -1.151 0.873 -0.134 -0.16
O -2.5714 -7.4036 1.2457 0.654 -0.816 -1.065 -0.51
H -5.0755 -6.7255 2.1684 -0.062 0.042 0.742 0.28
H -4.6882 -5.6929 0.9598 1.034 0.298 -0.411 0.31
H -4.5087 -5.0456 2.5756 -0.290 -0.182 0.242 0.30
H -2.9466 -7.0110 3.1635 0.216 0.369 0.280 0.19
H -2.2238 -5.6531 2.1933 0.080 0.072 0.492 0.27
H -1.8729 -6.9974 0.7272 -0.051 -0.329 -0.240 0.31
C 1.6563 -4.0393 -3.3739 -0.542 1.207 -0.543 -0.94
C 0.3577 -4.8176 -3.3625 0.694 0.296 -0.362 -0.24
O 0.6709 -6.1440 -3.1020 -0.229 -1.672 0.625 -0.52
H 2.3724 -4.4735 -4.0716 0.080 -0.310 0.179 0.35
H 2.1000 -3.8911 -2.3894 -0.037 -0.196 -0.081 0.24
H 1.4301 -3.0695 -3.8171 0.178 0.401 0.219 0.30
H -0.1113 -4.7927 -4.3461 -0.287 0.531 -0.092 0.25
H -0.3467 -4.4670 -2.6082 0.059 -0.004 -0.019 0.26
H 1.1940 -6.4441 -3.8490 0.076 -0.240 0.094 0.30
C 9.2915 -0.1704 4.3938 -0.496 -0.031 0.373 -1.05
C 7.8906 0.0128 3.8098 0.300 0.534 0.311 -0.14
O 7.5142 -1.0202 2.9689 0.156 -1.660 -1.703 -0.53
H 10.0544 -0.2685 3.6214 -0.226 -0.100 -0.191 0.28
H 9.3599 -1.0266 5.0649 -0.074 -0.114 -0.114 0.29
H 9.5675 0.7060 4.9801 -0.126 0.095 0.028 0.34
H 7.9005 0.9154 3.1988 -0.102 0.560 0.382 0.22
H 7.0292 -0.0352 4.4760 0.659 1.227 1.270 0.28
H 6.6557 -0.7285 2.6533 -0.101 -0.505 -0.370 0.32
C -3.9396 6.3162 -3.7223 1.455 -0.368 -0.663 -0.37
C -4.0031 6.8336 -5.1860 -0.511 -1.186 0.417 -0.31
O -4.7678 8.0029 -5.2645 0.116 0.639 0.026 -0.51
O -3.2730 5.0027 -3.6956 -1.119 1.438 0.215 -0.49
H -4.9077 6.3581 -3.2231 -0.306 -0.526 -0.394 0.27
H -3.3423 6.9836 -3.1011 0.387 0.018 -0.158 0.28
H -4.5047 6.0939 -5.8100 -0.239 -0.190 0.156 0.27
H -3.0356 6.9371 -5.6774 0.364 0.131 0.465 0.26
H -4.1728 8.7021 -4.9839 -0.245 0.398 -0.005 0.31
H -3.9904 4.3812 -3.8392 0.110 -0.377 -0.034 0.29
C 2.3324 4.9069 -2.0455 -1.276 1.317 1.020 -0.39
C 2.2416 5.3802 -0.5646 1.694 -1.701 -0.572 -0.35
O 3.1229 4.5008 0.2384 -0.900 1.589 -0.392 -0.50
O 1.6149 3.7018 -2.2001 0.496 -0.673 -0.162 -0.50
H 3.3551 4.8342 -2.4155 -0.068 -0.417 0.317 0.27
H 1.8365 5.6780 -2.6350 0.041 0.269 -0.311 0.27
H 1.2092 5.3365 -0.2177 -0.099 -0.147 0.034 0.28
H 2.5722 6.4157 -0.4838 0.350 -0.178 0.262 0.32
H 2.7724 3.6084 0.1897 -0.200 -0.093 -0.165 0.29
H 0.6782 3.9000 -2.1293 -0.058 0.006 -0.030 0.31
C -6.4627 6.1877 2.9377 -0.408 -0.069 -0.344 -0.38
C -5.8444 4.9407 3.5121 0.288 0.007 -1.490 -0.28
O -5.1610 5.2179 4.7055 0.428 -0.266 0.360 -0.50
O -7.5943 6.4829 3.7080 -0.783 0.841 0.879 -0.51
H -6.9253 6.1129 1.9537 0.609 -0.593 -0.305 0.28
H -5.7352 6.9983 2.8955 0.092 0.173 0.173 0.26
H -5.1052 4.5505 2.8125 0.287 0.025 0.108 0.29
H -6.6250 4.1805 3.5418 -0.105 -0.124 0.653 0.24
H -5.7117 5.5998 5.3929 -0.302 -0.171 -0.118 0.31
H -7.3209 6.7312 4.5941 -0.105 0.174 0.080 0.29
C 0.5532 -0.9506 1.9769 0.349 -0.834 -1.501 -0.40
C -0.8654 -0.4813 1.6639 0.254 0.164 0.423 -0.36
O -1.0663 -0.5193 0.2555 0.417 -0.054 -0.104 -0.57
O 1.5235 -0.2145 1.2038 -0.439 0.461 0.996 -0.50
H 0.7107 -1.9616 1.6012 -0.563 -0.496 0.292 0.25
H 0.7968 -0.9774 3.0390 -0.019 0.570 -0.065 0.32
H -0.9316 0.5435 2.0292 -0.223 0.252 -0.056 0.25
H -1.6248 -1.0711 2.1773 0.137 -0.185 0.142 0.39
H -1.9838 -0.6786 0.0225 -0.003 0.058 0.204 0.29
H 1.0606 -0.0133 0.3872 0.084 0.071 -0.359 0.32
C -7.8567 1.1192 -2.3373 1.037 -0.431 0.107 -0.31
C -6.9752 0.5639 -1.2204 -1.373 -0.749 0.269 -0.49
O -6.3186 -0.6229 -1.6695 0.693 0.665 0.356 -0.50
O -6.9444 1.5991 -3.3062 -0.193 0.712 -0.349 -0.48
H -8.5890 1.8642 -2.0262 0.156 0.210 0.274 0.33
H -8.4004 0.2922 -2.7942 -0.337 -0.271 0.212 0.27
H -7.5962 0.3258 -0.3568 -0.405 -0.198 0.100 0.30
H -6.2846 1.2881 -0.7882 0.472 -0.094 -0.764 0.30
H -6.9673 -1.2736 -1.9477 -0.185 0.123 0.058 0.30
H -7.4659 2.0648 -3.9640 0.158 0.058 -0.258 0.29
```
Positions in Å, forces in eV/Å.

Summary:
Structure (SMILES) = OCCO.OCCO.OCCO.OCCO.OCCO.CCO.CCO.CCO.CCO.CCO
Energy = -52418.5462 eV
Molar mass = 540.69 g/mol
Relative energy (zero: lowest compared OMol25 entry of this formula, charge and spin) = 4.4002 eV
HOMO-LUMO gap = 9.9 eV
Total charge = 0